(1)
The following is a quantum chemistry calculation of 15 unconnected molecules or ions with the total composition C55H76O7 in a non-equilibrium geometry, from the OMol25 dataset.

Output
Spin multiplicity   1
Net charge   0
Relative energy (zero: lowest compared OMol25 entry of this formula, charge and spin)   7.03 kcal per mole
Maximum force   0.0735 Eh/bohr

```
138
Properties=species:S:1:pos:R:3:mulliken_charge:R:1
C 4.123 -1.641 -3.733 -0.6769
O 2.803 -1.066 -3.804 -0.1915
H 4.131 -2.739 -4.007 0.2847
H 4.824 -1.143 -4.361 0.3558
H 4.502 -1.466 -2.664 0.1266
H 2.518 -1.035 -4.735 0.1731
C 4.889 2.252 -2.232 -0.2684
O 5.442 3.558 -2.432 -0.5411
H 4.772 1.736 -3.208 0.2697
H 5.668 1.741 -1.637 0.4348
H 3.994 2.378 -1.649 -0.1551
H 6.276 3.497 -2.875 0.2928
C 1.309 0.379 5.040 -0.4805
O 0.029 0.868 5.548 -0.5241
H 1.426 0.517 3.956 0.0546
H 2.135 0.908 5.588 0.2993
H 1.409 -0.657 5.352 0.3432
H -0.644 0.178 5.601 0.2987
C -3.184 -0.970 5.114 -0.4193
O -2.155 -0.995 6.085 -0.6033
H -3.382 0.026 4.687 0.1447
H -2.951 -1.646 4.308 0.0702
H -4.074 -1.408 5.554 0.4536
H -2.490 -0.457 6.809 0.3004
C -0.793 -5.089 -0.059 -0.3875
O -1.307 -4.253 0.999 -0.4862
H -1.486 -5.921 -0.227 0.3017
H -0.683 -4.451 -0.933 -0.0007
H 0.148 -5.491 0.218 0.3477
H -0.715 -4.205 1.748 0.1443
C 4.697 -0.880 1.099 -0.1726
O 3.677 -0.320 1.925 -0.4403
H 4.894 -0.232 0.279 -0.0745
H 5.630 -1.051 1.636 0.3303
H 4.350 -1.855 0.801 0.1599
H 2.815 -0.467 1.496 0.0881
C -2.014 2.951 4.432 -0.3958
O -0.739 3.453 4.987 -0.5368
H -1.906 2.090 3.745 0.0055
H -2.723 2.838 5.232 0.4516
H -2.437 3.750 3.848 0.2011
H -0.463 2.621 5.413 0.4207
C 2.144 3.610 -4.226 -0.7267
C 1.756 3.020 -5.418 -0.4064
C 0.408 2.989 -5.799 -0.8129
C -0.517 3.496 -4.878 -0.1190
C -0.145 4.073 -3.694 -0.7078
C 1.200 4.128 -3.339 0.1069
H 3.191 3.672 -4.016 0.6457
H 2.560 2.679 -6.083 0.3855
H 0.105 2.628 -6.764 0.4493
H -1.568 3.432 -5.199 0.3365
H -0.956 4.458 -3.087 0.6749
H 1.510 4.664 -2.438 0.1744
C -0.816 -5.149 -3.897 -0.5680
C -0.266 -3.863 -3.915 -0.1361
C 0.940 -3.622 -3.323 0.1400
C 1.637 -4.669 -2.644 -0.6589
C 1.040 -5.952 -2.636 -0.5705
C -0.202 -6.184 -3.221 -0.4722
H -1.759 -5.374 -4.387 0.3743
H -0.831 -3.077 -4.447 0.2436
H 1.311 -2.624 -3.172 0.5322
H 2.629 -4.541 -2.192 0.4306
H 1.502 -6.725 -2.024 0.3821
H -0.766 -7.129 -3.141 0.3635
C -5.687 -1.356 2.682 -0.8196
C -5.936 0.032 2.766 -0.6222
C -5.032 0.909 2.098 -0.6627
C -3.974 0.435 1.348 0.8139
C -3.776 -0.907 1.189 -0.0371
C -4.630 -1.795 1.824 -0.7659
H -6.239 -2.157 3.035 0.5114
H -6.746 0.407 3.380 0.3784
H -5.274 1.978 2.095 0.2041
H -3.406 1.187 0.869 0.2814
H -3.014 -1.256 0.499 0.1825
H -4.522 -2.847 1.667 0.5004
C 2.034 4.013 2.628 -0.1200
C 2.879 3.701 1.570 -0.6579
C 2.695 4.441 0.420 -0.3051
C 1.746 5.461 0.357 -0.7178
C 0.890 5.756 1.406 -0.2031
C 1.082 5.043 2.581 -0.7526
H 2.299 3.410 3.494 0.4141
H 3.549 2.893 1.577 0.5154
H 3.271 4.270 -0.481 0.6713
H 1.652 6.120 -0.545 0.3352
H 0.127 6.532 1.350 0.4670
H 0.366 5.151 3.387 0.4121
C 0.385 -1.017 -0.117 -0.0277
C 1.072 0.017 -0.687 -1.6312
C 0.918 1.303 -0.180 0.3919
C 0.135 1.517 0.918 0.7469
C -0.477 0.471 1.590 -0.1967
C -0.384 -0.800 1.009 -0.3636
H 0.502 -2.053 -0.454 -0.1276
H 1.647 -0.159 -1.563 0.6488
H 1.425 2.107 -0.691 0.0071
H 0.116 2.544 1.221 0.1844
H -1.011 0.659 2.516 -0.4566
H -0.968 -1.607 1.502 0.6965
C -1.582 3.642 -0.394 0.3592
C -2.184 2.958 -1.444 -0.2708
C -3.559 2.734 -1.441 -0.9408
C -4.327 3.308 -0.440 -0.6320
C -3.702 3.923 0.625 -0.8085
C -2.325 4.019 0.749 -0.2459
H -0.475 3.735 -0.389 -0.0627
H -1.622 2.479 -2.226 0.9368
H -4.160 2.154 -2.154 0.4277
H -5.420 3.223 -0.517 0.3422
H -4.292 4.241 1.489 0.3419
H -1.852 4.485 1.610 0.5094
C 2.181 -5.887 4.074 -0.7885
C 1.178 -4.916 4.086 -0.1884
C 1.290 -3.763 3.361 -0.6040
C 2.413 -3.574 2.527 1.0034
C 3.377 -4.563 2.424 -0.7557
C 3.224 -5.714 3.213 -0.2699
H 2.089 -6.839 4.545 0.3748
H 0.336 -5.112 4.748 0.3853
H 0.468 -2.969 3.431 0.5993
H 2.665 -2.634 1.984 -0.4580
H 4.203 -4.438 1.751 0.4378
H 3.907 -6.533 3.170 0.3729
C -0.969 -0.207 -4.647 -0.4593
C -1.957 -0.567 -5.563 -0.8182
C -3.148 -1.048 -5.060 -0.4056
C -3.352 -1.284 -3.707 -0.8235
C -2.355 -0.910 -2.804 0.5075
C -1.181 -0.369 -3.279 0.1667
H -0.002 0.119 -4.970 0.4630
H -1.857 -0.401 -6.640 0.3768
H -4.010 -1.155 -5.710 0.3986
H -4.324 -1.649 -3.339 0.4053
H -2.399 -1.098 -1.733 0.0505
H -0.406 -0.033 -2.596 0.1176
```

***

(2)
The following is a quantum chemistry calculation of 4 unconnected molecules or ions with the total composition C40H48O14 in a non-equilibrium geometry, from the OMol25 dataset.

Output
Spin multiplicity   1
Net charge   0
Relative energy (zero: lowest compared OMol25 entry of this formula, charge and spin)   109.51 kcal per mole
Maximum force   0.0708 Eh/bohr

```
102
Properties=species:S:1:pos:R:3:mulliken_charge:R:1
C 4.419 -0.018 0.895 -0.7006
C 4.876 0.955 -0.286 -0.4761
C 6.066 1.953 0.115 -0.2917
C 5.570 3.450 0.451 -0.5116
C 5.159 3.566 2.011 -0.1528
C 4.338 4.938 2.283 -0.6360
C 2.924 4.775 1.560 -0.3053
C 1.827 5.862 1.970 -0.6691
C 0.360 5.226 1.845 -0.8337
C 0.081 4.446 0.483 0.8420
C -0.107 5.430 -0.794 -0.6590
C -1.089 4.666 -1.838 -0.6388
C -2.651 5.004 -1.558 -0.6962
C -3.387 3.774 -0.787 -0.3358
C -3.637 4.062 0.768 -0.7338
C -3.274 2.856 1.756 -0.6950
C -3.498 1.408 1.156 0.5482
C -2.345 0.708 0.709 -0.3223
C -2.649 -0.731 0.070 0.1844
O -1.937 -1.738 0.277 -0.6069
C -3.976 -0.782 -0.830 -0.2227
C -5.128 -0.073 -0.399 -0.3959
C -4.935 0.713 0.986 0.2068
O -5.799 0.763 1.877 -0.5755
H 3.514 -0.625 0.524 0.3040
H 4.075 0.527 1.833 0.2202
H 5.227 -0.782 1.167 0.0544
H 3.998 1.542 -0.730 0.2520
H 5.270 0.291 -1.136 0.2963
H 6.694 1.586 0.989 0.0481
H 6.751 2.038 -0.801 0.3223
H 4.702 3.670 -0.250 0.0962
H 6.384 4.212 0.211 0.3264
H 4.420 2.703 2.183 -0.1504
H 6.043 3.433 2.710 0.3741
H 4.870 5.841 1.826 0.2755
H 4.216 5.004 3.411 0.3229
H 2.500 3.751 1.872 0.2225
H 2.986 4.770 0.424 0.0766
H 1.907 6.835 1.383 0.3254
H 1.957 6.150 3.076 0.3412
H -0.378 6.111 1.863 0.3773
H 0.120 4.622 2.787 0.3563
H -0.922 3.900 0.624 -1.1009
H 0.839 3.643 0.224 0.3073
H -0.577 6.424 -0.516 0.3384
H 0.921 5.519 -1.282 0.2386
H -0.796 4.868 -2.928 0.4163
H -0.862 3.549 -1.678 0.2776
H -3.121 5.088 -2.604 0.2970
H -2.789 5.957 -0.954 0.4121
H -4.417 3.634 -1.273 0.3954
H -2.761 2.857 -1.013 0.1094
H -3.045 5.003 1.046 0.3040
H -4.738 4.334 0.895 0.4394
H -3.990 2.946 2.652 0.3793
H -2.223 2.999 2.175 0.2008
H -1.294 1.123 0.763 0.3725
H -4.010 -1.342 -1.821 0.5490
H -6.097 -0.038 -0.985 0.3782
O 11.124 -3.103 -1.144 -0.6081
C 10.328 -2.582 -0.383 0.8657
C 9.489 -3.361 0.533 -0.8624
C 8.617 -2.752 1.340 0.4067
O 7.835 -3.458 2.196 -0.5816
C 8.462 -1.269 1.338 0.9429
O 7.642 -0.750 2.075 -0.6273
C 9.317 -0.488 0.440 -0.9224
C 10.191 -1.097 -0.365 0.4044
O 10.993 -0.389 -1.201 -0.5718
H 9.610 -4.436 0.523 0.4138
H 7.295 -2.792 2.663 0.3528
H 9.206 0.588 0.461 0.4505
H 11.528 -1.056 -1.673 0.3477
O -3.319 -2.918 -2.309 -0.6668
C -3.510 -4.075 -2.640 1.0917
C -4.496 -4.453 -3.653 -0.9028
C -4.684 -5.734 -3.972 0.2839
O -5.595 -6.102 -4.912 -0.6021
C -3.906 -6.821 -3.314 0.9272
O -4.119 -7.982 -3.619 -0.6333
C -2.901 -6.441 -2.317 -0.8539
C -2.712 -5.159 -2.000 0.3291
O -1.784 -4.788 -1.078 -0.5855
H -5.056 -3.655 -4.121 0.4349
H -5.541 -7.076 -4.958 0.3433
H -2.331 -7.238 -1.859 0.4315
H -1.840 -3.811 -1.023 0.2721
O -9.403 -6.697 2.078 -0.6036
C -8.560 -6.246 1.324 0.8998
C -7.353 -5.570 1.808 -0.7929
C -6.460 -5.074 0.948 0.2818
O -5.336 -4.448 1.381 -0.5645
C -6.657 -5.186 -0.526 0.7724
O -5.830 -4.705 -1.283 -0.2542
C -7.851 -5.883 -1.010 -1.0710
C -8.742 -6.381 -0.150 0.4210
O -9.852 -7.031 -0.581 -0.5716
H -7.224 -5.494 2.879 0.4440
H -4.858 -4.181 0.573 0.2436
H -7.973 -5.972 -2.082 0.4912
H -10.332 -7.291 0.229 0.3458
```

***

(3)
The following is a quantum chemistry calculation of 2 unconnected molecules or ions with the total composition C5H11NO, from the OMol25 dataset.

Output
Spin multiplicity   1
Net charge   0
Relative energy (zero: lowest compared OMol25 entry of this formula, charge and spin)   106.90 kcal per mole
Maximum force   0.0063 Eh/bohr

```
18
Properties=species:S:1:pos:R:3:mulliken_charge:R:1
C 2.824 0.152 -0.062 -0.8008
N 1.527 0.491 -0.610 -0.1797
C 0.367 0.028 -0.100 0.6505
O 0.412 -0.660 0.972 -0.5896
C -0.895 0.206 -0.732 -0.4863
C -1.295 -1.552 0.720 -0.6066
C -1.930 1.075 -0.051 -1.1297
H 3.161 0.885 0.680 0.2713
H 3.564 0.093 -0.866 0.3012
H 2.742 -0.818 0.430 0.2795
H 1.473 1.196 -1.326 0.2395
H -0.858 0.350 -1.817 0.2450
H -1.135 -1.811 1.766 0.2772
H -0.991 -2.332 0.033 0.3119
H -2.313 -1.202 0.559 0.2618
H -2.946 0.667 -0.188 0.3097
H -1.756 1.129 1.030 0.3353
H -1.951 2.104 -0.438 0.3099
```

***

(4)
The following is a quantum chemistry calculation of a molecular structure, C4H13N3 in a non-equilibrium geometry, from the OMol25 dataset.

Output
Spin multiplicity   1
Net charge   +2
Relative energy (zero: lowest compared OMol25 entry of this formula, charge and spin)   125.66 kcal per mole
Maximum force   0.0395 Eh/bohr

```
20
Properties=species:S:1:pos:R:3:mulliken_charge:R:1
C 0.330 0.830 -0.665 -0.4565
C 1.148 1.219 0.477 -0.5152
C 0.820 -0.131 1.041 -0.2445
C -0.537 -0.606 0.949 -0.1218
N -1.552 0.026 1.502 -0.2494
N 1.825 -1.193 1.422 -0.1062
N -1.455 -0.015 -2.804 -0.7974
H -0.489 1.452 -1.006 0.3298
H 0.684 0.014 -1.260 0.4623
H 0.823 1.995 1.168 0.3023
H 2.160 1.445 0.133 0.4081
H -0.926 -1.430 0.339 0.4092
H -1.485 0.768 2.191 0.2721
H -2.487 -0.367 1.520 0.2983
H 1.291 -1.843 1.999 0.4068
H 2.300 -1.665 0.651 0.3769
H 2.491 -0.726 2.041 0.4040
H -1.244 -0.677 -3.549 0.2682
H -1.224 0.835 -3.313 0.2880
H -2.473 0.069 -2.836 0.2652
```